(1)
22
Properties=species:S:1:pos:R:3:mulliken_charge:R:1 method="wB97M-V/def2-TZVPD" largest_force_ev_per_a=2.80 molar_mass_g_mol=114.19 relative_energy_ev=10.1371 total_charge=0 gap_ha=0.107 energy_ev=-9419.347 e_homo_ev=-6.497
C 2.178 -1.275 -0.992 -1.42
C 1.597 0.107 -0.791 0.84
C 0.185 0.005 -0.237 -0.73
C -0.339 1.292 0.523 -0.50
C -0.504 2.382 -0.215 -0.89
C -2.589 -0.914 1.289 -0.51
N -1.432 -0.853 2.160 -0.45
N 1.391 0.800 -2.019 -0.58
H 2.058 -1.818 -0.026 0.32
H 1.648 -1.865 -1.754 0.35
H 3.267 -1.455 -1.119 0.38
H 2.282 0.741 -0.144 0.23
H -0.574 -0.231 -1.009 0.28
H 0.170 -0.844 0.442 0.37
H -0.825 3.293 0.312 0.26
H -0.428 1.137 1.613 0.51
H -2.613 -1.430 0.279 0.20
H -2.155 0.078 1.035 0.29
H -3.645 -0.974 1.599 0.33
H -1.542 -1.397 3.035 0.18
H 2.112 0.819 -2.733 0.22
H -0.239 2.402 -1.248 0.33

---

(2)
26
Properties=species:S:1:pos:R:3:mulliken_charge:R:1 method="wB97M-V/def2-TZVPD" largest_force_ev_per_a=6.53 molar_mass_g_mol=262.64 relative_energy_ev=1.5444 total_charge=0 gap_ha=0.223 energy_ev=-18362.408 e_homo_ev=-6.564
Rb -2.221 0.621 -0.496 0.94
O -2.182 5.596 -1.281 -0.47
C -2.962 4.589 -0.920 0.58
O -2.390 3.566 -0.632 -0.69
O -4.189 4.682 -0.674 -0.71
H -1.313 5.295 -1.006 0.29
C 1.774 1.777 2.380 -1.08
C 1.093 0.513 1.741 0.58
O -0.100 0.456 1.561 -0.50
C 1.916 -0.555 1.174 -0.55
H 1.267 2.640 1.950 0.31
H 2.830 1.913 2.145 0.34
H 1.763 1.767 3.470 0.32
H 2.534 -1.020 1.943 0.36
H 2.529 -0.127 0.380 0.31
H 1.172 -1.261 0.804 -0.08
C -0.030 -2.109 -2.199 -1.02
C -0.718 -2.792 -0.966 0.83
O -1.429 -2.174 -0.190 -0.49
C -0.091 -4.098 -0.527 -1.29
H -0.776 -1.734 -2.899 0.33
H 0.515 -2.911 -2.698 0.33
H 0.535 -1.251 -1.834 0.27
H 0.996 -4.082 -0.438 0.36
H -0.227 -4.875 -1.279 0.37
H -0.297 -4.424 0.493 0.37

---

(3)
17
Properties=species:S:1:pos:R:3:mulliken_charge:R:1 method="wB97M-V/def2-TZVPD" largest_force_ev_per_a=0.46 molar_mass_g_mol=98.14 relative_energy_ev=0.2939 total_charge=0 gap_ha=0.387 energy_ev=-8430.946 smiles="C=CCCC(C)=O" e_homo_ev=-9.556
C 1.719 0.902 -1.411 -0.73
C 1.482 -0.253 -0.796 -0.12
C 1.236 -0.420 0.676 -0.58
C -0.202 -0.895 0.953 -0.55
C -1.138 0.301 0.831 0.60
C -2.206 0.292 -0.242 -1.14
O -1.043 1.223 1.615 -0.57
H 1.879 0.951 -2.485 0.27
H 1.769 1.840 -0.861 0.25
H 1.431 -1.169 -1.388 0.28
H 1.949 -1.142 1.092 0.30
H 1.386 0.529 1.204 0.33
H -0.272 -1.288 1.975 0.36
H -0.487 -1.698 0.263 0.32
H -3.041 -0.253 0.212 0.31
H -1.934 -0.230 -1.165 0.32
H -2.528 1.310 -0.475 0.34

---

(4)
18
Properties=species:S:1:pos:R:3:mulliken_charge:R:1 method="wB97M-V/def2-TZVPD" largest_force_ev_per_a=4.98 molar_mass_g_mol=106.17 relative_energy_ev=1.7292 total_charge=0 gap_ha=0.358 energy_ev=-8456.540 smiles=CCc1ccccc1 e_homo_ev=-8.724
C -1.341 -0.124 -2.261 -1.30
C -1.435 -0.468 -0.848 -0.17
C -0.326 -0.223 0.052 0.61
C 0.977 -0.008 -0.420 -0.65
C 1.923 0.594 0.464 -0.23
C 1.923 0.501 1.822 -0.49
C 0.711 -0.074 2.356 -0.34
C -0.359 -0.359 1.521 -0.54
H -1.110 0.956 -2.256 0.36
H -0.544 -0.550 -3.076 0.26
H -2.275 -0.265 -2.840 0.33
H -2.190 0.302 -0.441 0.23
H -1.898 -1.409 -0.478 0.34
H 1.120 -0.009 -1.453 0.39
H 2.659 1.289 0.025 0.28
H 2.714 0.997 2.468 0.30
H 0.696 -0.253 3.392 0.40
H -1.244 -0.896 1.971 0.23